Entry 1:
Entry from the Open Molecules 2025 dataset: a molecular structure, C38H66BN2P2Sr (ωB97M-V/def2-TZVPD).

Summary:
- energy above the lowest of the compared OMol25 structures with the same formula, charge and spin (kJ/mol) = 91.41
- multiplicity = 1
- net charge = -1
- orbital gap (alpha / beta) (eV) = 3.847 / 5.833

Each line ends with the Löwdin charge.
Geometry (Å):
Sr  -0.619  0.613  1.531  1.09
C  -0.832  3.102  4.549  -0.08
C  -1.356  2.974  3.152  -0.38
C  -2.601  2.277  2.936  -0.14
C  -3.165  2.296  1.630  -0.38
C  -4.543  1.726  1.452  -0.07
C  -2.453  2.813  0.571  -0.11
C  -1.162  3.433  0.748  -0.36
C  -0.513  4.153  -0.395  -0.10
C  -0.691  3.534  2.079  -0.12
H  -0.811  2.129  5.051  0.06
H  -1.469  3.757  5.153  0.07
H  0.183  3.502  4.560  0.07
H  -3.189  1.939  3.781  0.09
H  -5.266  2.295  2.043  0.08
H  -4.576  0.694  1.814  0.06
H  -4.862  1.741  0.410  0.05
H  -2.898  2.805  -0.420  0.10
H  -1.179  4.920  -0.816  0.07
H  -0.233  3.479  -1.210  0.02
H  0.399  4.656  -0.067  0.06
H  0.244  4.055  2.269  0.10
C  -5.306  -2.443  0.769  -0.11
C  -3.902  -3.036  0.630  -0.71
C  -3.325  -3.190  2.046  -0.12
C  -4.011  -4.429  0.003  -0.10
P  -2.741  -1.782  -0.195  1.11
C  -1.424  -2.969  -0.754  -0.33
N  -0.166  -2.336  -1.051  -0.07
B  0.333  -1.036  -0.578  -0.45
N  1.693  -1.055  -1.134  -0.07
C  2.716  -0.061  -0.893  -0.31
P  2.127  1.673  -1.202  1.15
C  3.536  2.604  -0.351  -0.70
C  3.145  2.580  1.134  -0.11
C  4.941  2.015  -0.497  -0.09
C  3.559  4.068  -0.798  -0.10
C  2.316  1.827  -3.076  -0.70
C  3.734  1.778  -3.641  -0.10
C  1.627  3.122  -3.525  -0.11
C  1.513  0.661  -3.672  -0.09
C  1.953  -2.218  -1.831  -0.20
C  3.075  -2.665  -2.510  -0.04
C  3.028  -3.911  -3.141  -0.13
C  1.887  -4.696  -3.088  -0.13
C  0.752  -4.256  -2.401  -0.03
C  0.788  -3.017  -1.785  -0.19
C  -3.475  -1.256  -1.858  -0.69
C  -4.513  -0.162  -1.589  -0.11
C  -2.341  -0.614  -2.672  -0.11
C  -4.107  -2.355  -2.711  -0.10
H  -5.901  -3.075  1.435  0.08
H  -5.827  -2.390  -0.187  0.06
H  -5.278  -1.440  1.197  0.06
H  -3.957  -3.869  2.627  0.08
H  -3.290  -2.231  2.567  0.07
H  -2.314  -3.604  2.036  0.07
H  -4.628  -5.062  0.651  0.08
H  -3.043  -4.918  -0.097  0.07
H  -4.484  -4.407  -0.977  0.06
H  -1.789  -3.515  -1.633  0.08
H  -1.300  -3.717  0.039  0.09
H  3.606  -0.283  -1.484  0.07
H  3.015  -0.093  0.160  0.07
H  3.039  1.569  1.537  0.05
H  2.189  3.084  1.290  0.06
H  3.907  3.101  1.725  0.09
H  4.999  0.995  -0.119  0.07
H  5.643  2.617  0.090  0.08
H  5.287  2.018  -1.531  0.06
H  2.563  4.514  -0.750  0.06
H  3.942  4.185  -1.812  0.06
H  4.214  4.636  -0.129  0.08
H  4.314  2.661  -3.370  0.06
H  3.690  1.735  -4.735  0.08
H  4.277  0.893  -3.302  0.07
H  2.128  4.017  -3.162  0.06
H  0.593  3.150  -3.174  0.06
H  1.614  3.166  -4.619  0.08
H  2.017  -0.296  -3.541  0.07
H  1.385  0.830  -4.747  0.09
H  0.523  0.580  -3.217  0.07
H  3.981  -2.074  -2.550  0.09
H  3.902  -4.270  -3.671  0.09
H  1.875  -5.663  -3.575  0.09
H  -0.132  -4.880  -2.348  0.09
H  -4.054  0.673  -1.059  0.05
H  -5.356  -0.518  -0.995  0.06
H  -4.905  0.210  -2.541  0.09
H  -1.813  0.147  -2.094  0.06
H  -2.775  -0.146  -3.562  0.09
H  -1.601  -1.345  -2.999  0.08
H  -5.020  -2.751  -2.270  0.06
H  -3.420  -3.184  -2.891  0.07
H  -4.371  -1.935  -3.687  0.08
C  3.088  -0.034  4.908  -0.09
C  2.277  -0.842  3.883  -0.76
C  1.622  -2.031  4.605  -0.09
C  3.238  -1.392  2.821  -0.10
C  1.209  0.007  3.233  -0.17
H  3.891  -0.635  5.352  0.07
H  2.439  0.321  5.713  0.07
H  3.539  0.840  4.431  0.07
H  2.376  -2.671  5.080  0.07
H  1.052  -2.636  3.897  0.07
H  0.935  -1.676  5.378  0.07
H  3.979  -2.074  3.253  0.07
H  3.777  -0.571  2.339  0.06
H  2.676  -1.923  2.049  0.07
H  0.642  0.464  4.084  -0.03



Entry 2:
Entry from the Open Molecules 2025 dataset: a molecular structure, C32H26IN2O5PReS (ωB97M-V/def2-TZVPD).

Summary:
- energy above the lowest of the compared OMol25 structures with the same formula, charge and spin (kJ/mol) = 108.16
- multiplicity = 4
- net charge = +2
- orbital gap (alpha / beta) (eV) = 6.654 / 6.378

Each line ends with the Löwdin spin population.
Geometry (Å):
Re  0.044  1.699  0.427  2.46
C  -0.758  1.679  -4.186  0.00
C  -1.888  1.179  -3.332  0.01
N  -3.031  0.864  -3.898  0.01
C  -4.089  0.484  -3.149  0.02
C  -4.071  0.425  -1.784  0.01
C  -5.317  -0.002  -1.034  0.00
O  -5.641  0.846  0.064  0.00
C  -2.846  0.748  -1.142  0.02
C  -2.799  0.729  0.280  0.04
N  -1.777  0.920  1.088  0.03
C  -2.085  0.782  2.500  0.01
C  -3.026  -0.143  2.938  0.00
C  -3.385  -0.211  4.274  0.00
C  -2.803  0.640  5.204  0.00
C  -1.822  1.531  4.797  0.00
C  -1.477  1.566  3.463  0.01
I  0.136  2.777  2.892  0.06
C  -1.751  1.102  -1.925  0.01
O  -0.563  1.422  -1.389  0.16
H  -1.056  1.653  -5.231  0.00
H  0.137  1.076  -4.050  0.00
H  -0.496  2.704  -3.914  0.00
H  -4.993  0.241  -3.696  0.00
H  -5.174  -1.000  -0.620  0.00
H  -6.143  -0.068  -1.740  0.00
H  -6.145  1.605  -0.248  0.00
H  -3.757  0.565  0.758  0.00
H  -3.476  -0.834  2.235  0.00
H  -4.119  -0.940  4.590  0.00
H  -3.090  0.599  6.246  0.00
H  -1.336  2.179  5.515  0.00
O  2.691  2.018  1.439  0.04
S  2.844  2.867  0.254  0.02
O  3.516  4.102  0.430  0.01
O  1.409  3.021  -0.312  0.10
C  3.585  1.795  -0.912  0.00
C  4.615  2.225  -1.720  0.00
C  5.228  1.300  -2.556  0.00
C  4.800  -0.017  -2.568  0.00
C  3.735  -0.433  -1.774  0.00
C  3.110  0.470  -0.926  0.00
P  1.717  -0.089  0.124  -0.01
C  2.312  -0.974  1.574  0.00
C  2.140  -0.518  2.876  0.00
C  2.648  -1.251  3.937  0.00
C  3.335  -2.432  3.699  0.00
C  3.508  -2.889  2.398  0.00
C  2.994  -2.169  1.333  0.00
C  0.794  -1.310  -0.836  0.00
C  0.089  -2.313  -0.164  0.00
C  -0.611  -3.270  -0.885  0.00
C  -0.608  -3.232  -2.273  0.00
C  0.071  -2.220  -2.945  0.00
C  0.764  -1.259  -2.230  0.00
H  4.941  3.257  -1.675  0.00
H  6.045  1.610  -3.195  0.00
H  5.291  -0.739  -3.207  0.00
H  3.399  -1.461  -1.838  0.00
H  1.629  0.414  3.067  0.00
H  2.516  -0.891  4.950  0.00
H  3.740  -2.998  4.527  0.00
H  4.044  -3.812  2.210  0.00
H  3.123  -2.547  0.327  0.00
H  0.091  -2.355  0.919  0.00
H  -1.144  -4.055  -0.363  0.00
H  -1.128  -3.998  -2.836  0.00
H  0.070  -2.189  -4.028  0.00
H  1.294  -0.476  -2.754  0.00



Entry 3:
Entry from the Open Molecules 2025 dataset: 2 unconnected molecules or ions with the total composition C4H11S3 (ωB97M-V/def2-TZVPD).

Summary:
- energy above the lowest of the compared OMol25 structures with the same formula, charge and spin (kJ/mol) = 15.56
- multiplicity = 1
- net charge = -1
- orbital gap (eV) = 5.856

Each line ends with the natural charge from an NBO analysis.
Geometry (Å):
C  0.543  2.309  -0.757  -0.79
S  2.214  2.541  -0.113  0.05
S  2.266  1.126  1.370  0.05
C  2.436  -0.394  0.395  -0.77
H  0.339  1.276  -1.085  0.29
H  -0.183  2.587  0.008  0.21
H  0.398  2.969  -1.618  0.21
H  3.289  -0.332  -0.272  0.21
H  2.608  -1.209  1.092  0.21
H  1.507  -0.599  -0.131  0.28
C  -2.170  -1.934  0.552  -0.61
C  -1.773  -0.626  -0.138  -0.51
S  -0.728  -0.860  -1.628  -0.71
H  -1.312  -2.406  1.009  0.19
H  -2.605  -2.619  -0.148  0.20
H  -2.924  -1.742  1.327  0.17
H  -1.233  -0.007  0.572  0.17
H  -2.671  -0.081  -0.435  0.17



Entry 4:
Entry from the Open Molecules 2025 dataset: 2 unconnected molecules or ions with the total composition C3H7NO2 (ωB97M-V/def2-TZVPD).

Summary:
- energy above the lowest of the compared OMol25 structures with the same formula, charge and spin (kJ/mol) = 483.72
- SMILES = O=C=NO.CC
- multiplicity = 1
- orbital gap (eV) = 9.481

Each line ends with the natural charge from an NBO analysis.
Geometry (Å):
O  -2.595  -0.387  1.152  -0.46
C  -1.738  0.355  0.888  0.86
N  -1.193  1.440  0.612  -0.35
O  -0.462  2.314  1.421  -0.52
H  -0.744  3.201  1.155  0.49
C  0.132  -0.874  -0.300  -0.68
C  1.510  -0.895  -0.969  -0.59
H  0.091  -1.587  0.521  0.21
H  -0.637  -1.127  -1.027  0.20
H  0.058  0.302  -0.025  0.25
H  2.310  -0.746  -0.244  0.20
H  1.677  -1.863  -1.441  0.19
H  1.591  -0.132  -1.742  0.20



Entry 5:
Entry from the Open Molecules 2025 dataset: a molecular structure, CH7NO (ωB97M-V/def2-TZVPD).

Summary:
- energy above the lowest of the compared OMol25 structures with the same formula, charge and spin (kJ/mol) = 208.57
- multiplicity = 1
- orbital gap (eV) = 10.218

Each line ends with the natural charge from an NBO analysis.
Geometry (Å):
C  -0.523  -1.011  -1.526  -0.46
H  2.716  1.259  3.363  0.45
H  1.359  1.167  2.484  0.47
H  -0.982  1.030  -1.515  0.36
H  -1.904  0.147  -0.363  0.37
H  -0.733  -2.051  -0.895  0.19
H  -1.079  -1.446  -2.430  0.18
H  0.626  -0.998  -1.702  0.20
N  -1.026  0.298  -0.829  -0.86
O  1.546  1.604  3.412  -0.92



Entry 6:
Entry from the Open Molecules 2025 dataset: a molecular structure, C27H32ClCrN3O6 (ωB97M-V/def2-TZVPD).

Summary:
- multiplicity = 4
- net charge = -1
- orbital gap (alpha / beta) (eV) = 3.878 / 6.685

Each line ends with the Löwdin spin population.
Geometry (Å):
Cr  -1.612  -0.126  -0.541  1.84
Cl  -3.087  0.010  1.126  0.04
N  -0.663  1.716  -0.765  0.00
N  -0.660  -1.943  -0.682  0.01
C  -1.282  2.589  -1.536  0.02
C  -0.867  -2.759  -1.698  0.02
C  0.698  2.234  -0.514  0.00
C  0.560  3.699  -0.915  0.00
C  1.679  1.528  -1.433  0.00
C  1.094  2.083  0.938  0.00
H  1.365  1.636  -2.481  0.00
H  1.740  0.460  -1.193  0.00
H  2.671  1.979  -1.310  0.00
H  0.302  2.449  1.600  0.00
H  2.008  2.667  1.113  0.00
H  1.304  1.034  1.180  0.00
C  0.260  -2.628  0.256  0.00
C  0.854  -3.723  -0.619  0.00
C  -0.540  -3.249  1.392  0.00
C  1.306  -1.685  0.806  0.00
H  1.800  -1.146  -0.010  0.00
H  2.062  -2.268  1.349  0.00
H  0.849  -0.981  1.511  0.00
H  -1.354  -3.867  0.991  0.00
H  -0.960  -2.466  2.034  0.00
H  0.127  -3.883  1.989  0.00
O  -0.066  -3.810  -1.756  0.01
H  0.896  -4.714  -0.152  0.00
H  1.846  -3.462  -1.013  0.00
O  -0.666  3.740  -1.719  0.01
H  1.373  4.085  -1.540  0.00
H  0.408  4.357  -0.048  0.00
C  -2.529  2.270  -2.271  0.00
C  -1.893  -2.583  -2.756  0.00
C  -1.759  -1.229  -3.394  0.01
H  -2.876  -2.669  -2.254  0.00
H  -1.797  -3.396  -3.477  0.00
C  -1.932  -0.112  -2.600  -0.01
C  -2.136  1.137  -3.171  0.01
H  -1.477  0.002  2.378  0.00
C  -1.852  1.331  -4.538  0.00
C  -1.504  0.222  -5.312  0.01
C  -1.872  2.705  -5.125  0.00
C  -1.468  -1.060  -4.767  0.00
H  -1.270  0.361  -6.369  0.00
C  -1.105  -2.237  -5.616  0.00
H  -0.767  -1.892  -6.598  0.00
H  -1.964  -2.903  -5.771  0.00
H  -0.298  -2.826  -5.163  0.00
H  -2.889  3.120  -5.147  0.00
H  -1.499  2.674  -6.154  0.00
H  -1.239  3.397  -4.552  0.00
H  -2.880  3.154  -2.802  0.00
H  -3.274  1.948  -1.522  0.00
O  -0.936  1.960  3.643  0.05
C  -0.434  0.854  3.775  0.04
O  -0.732  -0.226  3.010  0.02
C  0.622  0.541  4.779  0.11
C  1.070  1.574  5.626  0.02
C  2.097  1.351  6.535  0.07
C  2.706  0.081  6.595  0.08
C  2.260  -0.964  5.760  0.06
C  1.217  -0.738  4.869  0.02
N  3.795  -0.140  7.486  0.17
O  4.182  0.806  8.211  0.17
O  4.331  -1.273  7.511  0.17
H  0.604  2.555  5.558  0.00
H  2.449  2.138  7.197  0.01
H  2.745  -1.935  5.826  0.01
H  0.860  -1.552  4.238  0.00



Entry 7:
Entry from the Open Molecules 2025 dataset: a single C4H6N2S molecule (ωB97M-V/def2-TZVPD).

Summary:
- energy above the lowest of the compared OMol25 structures with the same formula, charge and spin (kJ/mol) = 437.23
- multiplicity = 1
- orbital gap (alpha / beta) (eV) = 6.249 / 7.427

Each line ends with the natural charge from an NBO analysis.
Geometry (Å):
C  2.528  1.098  1.483  0.22
C  -1.517  -1.599  -0.618  -0.16
C  -0.925  0.789  -0.242  -0.30
C  2.052  0.150  0.563  -0.55
N  2.767  1.839  2.334  -0.33
N  -1.608  -0.276  -0.863  -0.46
S  1.206  0.613  -0.818  0.12
H  -1.763  -2.196  -1.404  0.18
H  -1.075  -1.986  0.244  0.19
H  -1.358  1.720  -0.681  0.23
H  -0.550  0.650  0.782  0.24
H  2.078  -0.786  1.026  0.22
H  -1.837  -0.017  -1.804  0.40



Entry 8:
Entry from the Open Molecules 2025 dataset: a single C2H6N2O2 molecule (ωB97M-V/def2-TZVPD).

Summary:
- energy above the lowest of the compared OMol25 structures with the same formula, charge and spin (kJ/mol) = 362.81
- multiplicity = 3
- orbital gap (alpha / beta) (eV) = 5.689 / 9.243

Each line ends with the Löwdin spin population.
Geometry (Å):
C  -1.386  0.955  0.117  0.09
C  -0.187  0.054  0.517  0.02
N  1.788  -0.829  0.010  0.01
N  0.802  -0.020  -0.436  0.00
O  -2.026  -0.201  -0.460  0.79
O  -1.286  -1.174  0.265  1.04
H  -1.913  1.514  0.888  0.02
H  -1.084  1.853  -0.569  0.02
H  0.226  0.046  1.592  0.00
H  1.927  -1.834  -0.261  0.00
H  2.668  -0.303  -0.231  0.00
H  0.472  -0.060  -1.432  0.00